[1]
Formula: C17H10MnN2O2S5
Source: the OMol25 dataset
Level of theory: ωB97M-V/def2-TZVPD

Calculated values
HOMO level (spin up / spin down) ... -0.5206 / -0.5203 hartree
Total charge ... +2
Largest force on an atom ... 2.7 eV/A
Multiplicity ... 2
E_tot ... -4055.0849 a.u.

Geometry as XYZ:
```
37
C17H10MnN2O2S5 ωB97M-V/def2-TZVPD
Mn 0.8404 0.0174 -0.7547
O 0.5987 -0.6859 -2.2208
C -0.2966 -1.4237 -2.9519
C 0.1052 -1.9911 -4.1378
C -0.8222 -2.7440 -4.8468
C -2.1199 -2.9139 -4.3716
C -2.5048 -2.3201 -3.1835
C -1.5870 -1.5683 -2.4515
C -1.9831 -0.8917 -1.2437
N -1.1719 -0.2197 -0.5130
N -1.6960 0.5024 0.5328
C -0.7894 1.2516 1.0322
O 0.4506 1.1827 0.4514
C -0.9755 2.1405 2.1625
C 0.0735 2.9543 2.5911
C -0.1137 3.7980 3.6713
C -1.3415 3.8264 4.3190
C -2.3871 3.0157 3.8916
C -2.2104 2.1712 2.8134
H 1.1121 -1.8357 -4.5006
H -0.5283 -3.1925 -5.7859
H -2.8307 -3.5008 -4.9358
H -3.5182 -2.4294 -2.8177
H -3.0296 -0.8985 -0.9487
H 1.0240 2.9268 2.0758
H 0.6915 4.4358 4.0082
H -1.4863 4.4872 5.1632
H -3.3395 3.0469 4.4022
H -3.0125 1.5340 2.4675
S 6.7799 -2.4739 2.1134
C 5.4757 -1.9198 1.4167
S 3.9169 -2.7444 1.5255
C 3.0141 -1.6138 0.6710
C 3.7760 -0.4510 0.1196
S 3.0754 0.7299 -0.7629
S 5.4282 -0.4244 0.4901
S 1.3821 -1.7781 0.5079
```

=====

[2]
Formula: C24H19ClN5NaO5
Source: the OMol25 dataset
Level of theory: ωB97M-V/def2-TZVPD

Calculated values
HOMO level ... -0.0618 hartree
Total charge ... -2
Largest force on an atom ... 1.2 eV/A
E_tot ... -2198.4810 a.u.

Geometry as XYZ:
```
55
C24H19ClN5NaO5 ωB97M-V/def2-TZVPD
Na -0.3395 -0.4616 1.3884
Cl 3.2757 5.5749 -0.9445
C 2.5247 4.2447 -0.0530
C 1.6772 4.5235 1.0289
C 1.0978 3.4946 1.7255
C 1.3507 2.1018 1.4360
O 0.8059 1.1865 2.1067
C 2.2155 1.8681 0.2986
C 2.4946 0.5352 -0.2214
N 2.4791 -0.5579 0.4421
C 2.8706 -1.7387 -0.1829
C 3.8975 -1.8428 -1.0993
C 4.2001 -3.0717 -1.7287
C 3.4798 -4.1991 -1.4499
C 2.4543 -4.1461 -0.4717
C 1.6614 -5.2639 -0.1228
C 0.7188 -5.1449 0.8539
C 0.5881 -3.9074 1.5287
N 1.2941 -2.8521 1.2277
C 2.1897 -2.9381 0.2119
C 2.7514 2.9426 -0.4255
H 1.4703 5.5561 1.2887
H 0.4057 3.6989 2.5351
H 2.7295 0.5106 -1.2975
H 4.4775 -0.9590 -1.3373
H 5.0080 -3.1097 -2.4510
H 3.6754 -5.1320 -1.9696
H 1.8133 -6.2006 -0.6489
H 0.0697 -5.9727 1.1178
H -0.1426 -3.7850 2.3237
H 3.3713 2.7335 -1.2923
O -0.1399 0.8191 -1.5449
N -0.9810 1.7192 -1.4777
N -1.7981 1.6062 -0.4597
O -1.7700 0.6042 0.3776
C -2.8160 2.5903 -0.3306
C -2.8480 3.7503 -1.1107
C -3.8772 4.6625 -0.9394
C -4.8811 4.4432 0.0004
C -4.8335 3.2932 0.7773
C -3.8066 2.3683 0.6213
H -2.0618 3.9185 -1.8316
H -3.8936 5.5622 -1.5460
H -5.6836 5.1630 0.1263
H -5.6055 3.1072 1.5169
H -3.7400 1.4645 1.2115
N -0.9451 -2.2742 -0.7210
C -2.2026 -2.8531 -0.2104
C -2.4523 -2.5999 1.2965
O -3.5781 -2.9535 1.7069
O -1.4998 -2.0970 1.9613
H -0.9223 -1.2988 -0.4460
H -0.9567 -2.2553 -1.7310
H -2.1781 -3.9395 -0.3389
H -3.0947 -2.4886 -0.7255
```

=====

[3]
Formula: C8H18N2O4S2
Source: the OMol25 dataset
Level of theory: ωB97M-V/def2-TZVPD

Calculated values
HOMO level ... -0.3094 hartree
SMILES string ... CN(C)CCNC(=O)OCCSS(C)(=O)=O
Total charge ... 0
Largest force on an atom ... 5.9 eV/A
E_tot ... -1522.3552 a.u.

Geometry as XYZ:
```
34
C8H18N2O4S2 ωB97M-V/def2-TZVPD
O 1.4485 0.3568 0.5897
O -5.4156 -1.5802 2.8793
O -4.4979 -3.5216 3.7855
O -0.0324 -1.2841 -0.1290
S -2.3126 -1.6354 3.0960
C 0.9313 -0.2967 -0.3379
N 1.3019 0.0014 -1.6487
N 0.1967 1.5806 -3.8746
C 0.4313 0.5426 -4.9366
C -0.8138 2.4547 -4.2270
C -0.4162 -1.2711 1.1981
C -1.6686 -2.1218 1.3791
C 2.0039 1.2401 -2.0199
C 1.4058 2.1890 -3.1277
C -4.3487 -1.4120 5.3049
S -4.2947 -2.0560 3.6517
H 0.7015 -0.3687 -2.3576
H -0.4918 0.0278 -5.1350
H 0.7227 1.1000 -5.8329
H 1.1236 -0.2177 -4.6066
H -1.6992 2.1540 -3.7439
H -0.9610 2.4517 -5.3238
H -0.5799 3.4202 -3.7919
H -0.7206 -0.2774 1.6203
H 0.3809 -1.5855 1.8690
H -2.4666 -1.8589 0.6263
H -1.4340 -3.2687 1.4295
H 2.2806 1.9436 -1.2033
H 2.9788 0.9015 -2.4112
H 1.1204 3.1973 -2.6231
H 2.1755 2.3952 -3.9301
H -4.5944 -0.3308 5.3378
H -3.4305 -1.6907 5.8604
H -5.2444 -1.7977 5.8020
```

=====

[4]
Formula: C4H8N4
Source: the OMol25 dataset
Level of theory: ωB97M-V/def2-TZVPD

Calculated values
HOMO level ... -0.2875 hartree
Total charge ... 0
Largest force on an atom ... 2.8 eV/A
E_tot ... -376.0521 a.u.

Geometry as XYZ:
```
16
C4H8N4 ωB97M-V/def2-TZVPD
C -0.3523 -0.2772 1.2976
C -0.4646 -1.3273 -1.1679
N -0.6698 -0.3174 -0.1518
N 1.9892 0.6625 0.1581
C 0.6785 1.1047 0.0493
N -0.1856 1.1851 1.1502
C -1.7592 0.6727 -0.1039
N -2.8451 0.9728 -0.4091
H 2.2906 0.3554 1.0700
H 2.6892 1.1830 -0.3429
H 0.5470 -0.8614 1.5148
H -1.1982 -0.5280 1.9373
H 0.5438 1.8729 -0.7081
H 0.4648 -1.8697 -0.9880
H -1.3189 -2.0035 -1.1699
H -0.4093 -0.8246 -2.1356
```

=====

[5]
Formula: C4H6N3O2S
Source: the OMol25 dataset
Level of theory: ωB97M-V/def2-TZVPD

Calculated values
HOMO level ... -0.1168 hartree
Total charge ... -1
Largest force on an atom ... 5.5 eV/A
E_tot ... -868.8877 a.u.

Geometry as XYZ:
```
16
C4H6N3O2S ωB97M-V/def2-TZVPD
C -2.0372 1.2562 -0.1487
C -0.6372 -2.0079 2.1916
C 0.6200 0.1477 -1.8113
C 1.2345 1.1049 0.2348
N -0.2727 -1.4132 1.1779
N -0.9626 1.5362 -0.5767
N 0.3494 1.3244 -0.9117
O -3.1341 1.1412 0.2671
O -0.8520 -2.4633 3.2308
S -0.3279 -3.1334 0.4522
H -0.1866 0.1163 -2.4375
H 1.5549 0.3367 -2.1464
H 0.5006 -0.8380 -1.2188
H 0.5203 0.6295 1.0872
H 2.0106 0.2310 0.0733
H 1.6200 2.0320 0.5361
```

=====

[6]
Formula: C4H3NOS
Source: the OMol25 dataset
Level of theory: ωB97M-V/def2-TZVPD

Calculated values
HOMO level ... -0.3316 hartree
SMILES string ... O=C1C=CC(=S)N1
Total charge ... 0
Largest force on an atom ... 6.5 eV/A
E_tot ... -682.3417 a.u.

Geometry as XYZ:
```
10
C4H3NOS ωB97M-V/def2-TZVPD
C -1.2641 -0.5336 -0.0946
C 1.0741 -0.2020 0.0132
C 0.5850 1.0845 -0.0570
C -0.7060 0.9993 0.1027
H 0.0778 -2.3079 0.4635
H 1.2424 1.9478 -0.1101
H -1.3775 1.8301 -0.1117
N 0.0834 -1.1954 0.2492
O -2.3549 -0.9956 -0.2889
S 2.6399 -0.6272 -0.1663
```

=====

Question: Which of these has the highest largest force on an atom?
Answer: C4H3NOS

=====

Question: Which of these has the lowest E_tot?
Answer: C17H10MnN2O2S5

=====

Question: Look up the total charge of the fifth one.
Answer: -1